A 2-piece molecular cluster, C2H9N3 overall in a non-equilibrium geometry, computed with ωB97M-V/def2-TZVPD.

Computed properties:
Highest occupied orbital energy (spin up / spin down)   -11.38 / -11.38 eV
Molecular weight   75.1 g/mol
Kohn-Sham gap (spin up / spin down)   0.21882 / 0.12747 Ha
LUMO (spin up / spin down)   -0.1993 / -0.2907 Ha

Structure (ORCA input):
```
! wB97M-V def2-TZVPD RIJCOSX def2/J DEFGRID3
* xyz 1 2
C -1.444 2.389 -0.707
N -1.229 3.794 -0.326
H -0.591 1.818 -0.308
H -1.472 2.212 -1.783
H -2.378 2.018 -0.296
H -1.325 4.379 -1.145
H -1.951 4.145 0.298
N 1.352 -2.614 -0.313
C 1.279 -3.172 0.858
N 2.309 -3.418 1.665
H 2.284 -2.530 -0.708
H 0.562 -2.853 -0.905
H 0.269 -3.415 1.199
H 2.335 -2.753 2.471
*
```